The following is a DFT calculation (wB97M-V/def2-TZVPD) of a molecular structure, C19H21BCoN2O2 at a distorted geometry.

```
46
Properties=species:S:1:pos:R:3:forces:R:3:nbo_charge:R:1
Co -0.361 0.230 -0.773 -0.0946 -0.5726 0.8075 1.056
O 1.165 -0.717 1.686 -0.7296 0.1920 -0.2633 -0.680
O -0.323 0.990 2.163 -0.0216 -0.5871 -1.1779 -0.683
N 0.948 0.939 -1.925 1.2562 0.7294 -1.5418 -0.589
N 0.639 -1.451 -1.063 -0.4150 -0.4710 -0.4627 -0.581
C 2.917 0.453 -3.245 -0.0030 0.2241 -0.1391 -0.198
C 1.772 -1.178 4.041 -0.0464 0.0009 0.0795 -0.239
C 2.028 2.673 -3.207 -1.1582 0.1634 0.7416 -0.270
C 1.696 -1.316 -1.921 0.0732 0.0720 0.4807 0.139
C 1.021 2.238 -2.334 0.9922 -0.5010 -0.7705 0.065
C -1.771 1.501 -0.640 -0.7592 0.2557 0.1621 -1.078
C 0.179 0.492 3.314 0.5432 -0.1141 0.4399 0.287
C 2.992 1.775 -3.669 0.1980 -0.9884 0.3073 -0.196
C 1.075 -0.546 3.038 -0.1078 0.6800 0.5157 0.202
C 2.319 -3.629 -1.597 0.3837 0.6879 -0.3724 -0.183
C -4.932 0.178 -0.381 -0.2351 0.2061 -0.2249 -0.602
C 1.556 -0.711 5.350 -0.0142 -0.0978 0.0689 -0.231
C 1.229 -3.749 -0.723 -0.7265 0.4176 0.4707 -0.278
C -0.063 0.958 4.586 0.1509 -0.1616 0.0660 -0.275
C -4.973 1.478 -1.188 -0.1257 -0.0220 -0.0063 -0.606
C 1.867 0.035 -2.414 0.0744 0.4487 0.1152 0.119
C 2.563 -2.390 -2.178 -0.0285 -0.1729 0.2272 -0.207
C 0.415 -2.637 -0.461 1.0455 -1.0707 -0.6712 0.090
C 0.665 0.337 5.613 -0.1507 0.0007 0.1059 -0.219
B 0.224 0.187 1.120 -0.0634 0.2555 1.0969 0.695
H -0.442 -2.710 0.207 0.2649 0.1226 -0.1193 0.212
H -4.100 1.543 -1.840 -0.2918 0.0550 0.0313 0.207
H -2.177 1.703 -1.643 0.1802 0.0087 0.2094 0.195
H 3.436 -2.196 -2.798 -0.2251 -0.3307 0.0645 0.216
H -5.686 0.167 0.404 -0.0680 -0.0031 0.0410 0.201
H -5.116 -0.678 -1.028 0.0449 -0.1046 -0.0011 0.199
H 2.054 3.712 -3.514 -0.0552 -0.0844 0.0607 0.224
H -4.973 2.355 -0.536 0.1258 -0.0691 -0.0319 0.203
H 2.995 -4.469 -1.805 -0.4073 0.3695 0.1798 0.224
H 3.799 2.090 -4.329 -0.2115 -0.0044 0.1761 0.223
H -0.782 1.770 4.733 0.3812 -0.3151 0.1295 0.228
H 2.095 -1.196 6.171 -0.2661 0.2883 -0.3014 0.216
H 2.446 -1.995 3.790 -0.0465 0.2023 0.2510 0.223
H 0.506 0.691 6.635 0.1618 -0.2498 -0.2934 0.215
H 3.675 -0.282 -3.513 -0.2011 0.3265 -0.1724 0.215
H 0.233 2.891 -1.958 0.3289 -0.1039 -0.0809 0.219
H -5.869 1.551 -1.812 0.0175 -0.1123 0.0704 0.199
H -3.958 0.054 0.085 -0.1527 -0.1887 0.0668 0.201
H -2.583 1.113 -0.008 0.4247 0.4311 -0.1924 0.206
H 1.028 -4.701 -0.233 -0.0667 0.3050 -0.1256 0.225
H -1.427 2.446 -0.202 0.0240 -0.1174 -0.0169 0.213
```
Forces are in eV/Å.

Calculated values
energy above the lowest of the compared OMol25 structures with the same formula, charge and spin	3.7	kcal per mole
M	379.13	g mol⁻¹
LUMO (spin up / spin down)	-0.0062 / -0.0166	hartree
HOMO-LUMO gap (spin up / spin down)	5.3693 / 7.8702	eV
multiplicity	4

***

The following is a DFT calculation (wB97M-V/def2-TZVPD) of C19H21BrFNO4 in the gas phase at a distorted geometry.

```
47
Properties=species:S:1:pos:R:3:forces:R:3:nbo_charge:R:1
Br 2.434 3.273 -1.843 -0.0561 -0.0781 0.0671 0.099
F -3.820 -0.270 -1.606 -0.9715 -0.7704 -0.4557 -0.358
O 1.369 3.938 0.988 -0.2699 -0.4274 -0.0429 -0.508
O 1.093 -8.167 0.619 -0.1931 -0.4118 0.0004 -0.671
O -2.304 1.970 -2.655 -0.3561 1.0777 0.3494 -0.539
O -1.362 3.974 -0.294 0.3677 0.0187 0.3936 -0.562
N 0.878 1.770 1.693 0.0060 0.1737 -0.6752 -0.445
C 1.850 2.120 -0.480 -0.3490 -1.9220 0.4233 -0.168
C 1.791 -4.642 -0.065 -0.6010 -0.6859 0.5097 -0.164
C 1.457 -0.137 0.368 -0.0437 -1.6778 0.6095 -0.124
C 1.204 -6.821 0.839 0.8014 0.0382 -1.0123 0.309
C -1.914 1.068 -1.606 -0.5389 0.3985 0.1310 -0.106
C 1.480 -4.019 1.174 0.3346 -0.3461 -0.6058 -0.110
C 1.873 0.696 -0.637 0.7286 1.6700 -1.1709 -0.166
C 0.985 -6.252 2.094 -0.2694 0.1532 -0.0849 -0.273
C -2.769 3.307 -2.244 1.2150 -0.7345 0.2979 -0.085
C 1.507 -2.545 1.312 0.2096 1.9855 -2.4421 -0.160
C 1.356 2.592 0.735 -0.5834 -0.0079 0.6037 0.460
C -3.096 0.532 -0.790 1.8185 0.4247 0.3642 0.031
C 1.640 -6.025 -0.228 0.1512 1.6876 0.5058 -0.277
C 0.880 0.450 1.508 0.9949 0.8849 -0.4222 0.069
C -0.676 5.070 0.340 1.0797 -0.5700 -1.4484 -0.088
C 1.655 -1.629 0.245 -0.7509 -1.4254 2.9546 -0.193
C 1.100 -4.856 2.248 0.1902 -0.1369 -1.0529 -0.165
C -1.657 4.226 -1.652 -0.7137 0.2339 -0.5372 -0.093
C 0.159 4.551 1.482 -0.4595 -0.8833 -0.3242 -0.087
H -2.708 -0.058 0.074 -0.2626 0.3083 -0.5178 0.161
H -0.002 5.603 -0.389 -0.4806 -0.6009 0.4692 0.183
H 1.917 -2.039 -0.723 -0.1688 0.2680 -0.1133 0.200
H 0.436 5.354 2.137 0.3859 0.4300 0.2458 0.198
H -3.213 3.821 -3.124 0.5340 -0.6564 0.3202 0.203
H 0.855 -4.369 3.180 0.0155 -0.1896 0.2396 0.214
H 0.534 -0.163 2.326 -0.2690 0.0401 0.0690 0.197
H 2.261 0.254 -1.576 -0.2002 0.4588 0.6656 0.230
H -2.038 5.257 -1.727 -0.0708 -0.0742 -0.1284 0.166
H -3.709 1.342 -0.417 -0.3119 0.1389 0.1191 0.160
H -0.738 4.190 -2.248 -0.0380 -0.2062 -0.1058 0.185
H -1.180 1.522 -0.954 0.1789 0.3436 0.3799 0.184
H 0.681 -6.906 2.918 0.1256 0.3747 -0.2892 0.232
H 1.348 -2.149 2.315 -0.0999 -0.1135 -0.1625 0.198
H 2.086 -4.091 -0.960 0.0000 0.0532 0.4859 0.209
H -0.444 3.842 2.061 0.2974 -0.0565 -0.0640 0.211
H -3.564 3.212 -1.506 -0.0901 -0.0125 0.1488 0.174
H 1.263 -8.411 -0.320 -0.1390 0.6175 1.0313 0.487
H -1.416 0.215 -2.067 -0.1549 0.0816 -0.3095 0.196
H -1.384 5.792 0.667 -0.8247 0.6683 0.5217 0.179
H 1.905 -6.393 -1.209 -0.1678 -0.5421 0.0588 0.210
```
Forces are in eV/Å.

Calculated values
energy above the lowest of the compared OMol25 structures with the same formula, charge and spin	0.0	kcal per mole
M	426.28	g mol⁻¹
LUMO	0.0012	hartree
HOMO-LUMO gap	7.8635	eV
multiplicity	1

***

The following is a DFT calculation (wB97M-V/def2-TZVPD) of a molecular structure, C19H21BrN3O6PRu at a distorted geometry.

```
52
Properties=species:S:1:pos:R:3:forces:R:3:mulliken_spin:R:1
Ru -0.538 0.251 0.117 -1.1357 -0.0190 -0.4051 2.749
Br 4.309 -5.233 -0.998 -0.2451 0.3891 0.0565 0.339
P -1.340 0.210 -2.187 0.0665 0.3393 -2.2037 -0.002
O 0.689 -1.272 -0.264 2.8245 3.4565 -1.1131 0.018
O 3.708 7.588 3.553 0.8692 -1.1897 -0.1856 0.296
O -1.182 -1.129 -2.987 -0.1723 0.1259 0.4122 0.005
O -1.238 -1.947 0.317 0.3909 -0.9631 0.5221 0.159
O -0.343 1.260 -2.877 -0.3364 -1.0005 0.6139 0.019
O -2.781 0.759 -2.463 -0.0631 -0.3885 1.1871 -0.004
N 4.375 6.657 3.407 -0.8840 1.1738 0.1883 0.700
N -1.996 1.535 1.064 1.6693 -0.7294 -0.2233 0.005
N 0.645 0.785 1.674 -0.4762 1.8083 0.2311 -0.021
C -0.153 -4.605 0.244 3.4411 -0.9760 -1.2622 0.181
C 0.233 3.594 4.035 3.7503 2.1632 4.4771 0.000
C 0.814 2.540 3.404 2.0435 -3.6852 -1.6682 0.012
C 2.634 0.868 2.978 -0.8984 1.4022 0.8428 -0.001
C 1.713 -5.992 -0.423 -0.5987 -0.6833 1.3833 0.122
C 0.651 1.111 -3.940 -1.7870 1.9278 -2.0606 0.000
C 2.104 1.946 3.723 -1.4516 -0.4048 -1.2721 0.043
C 0.709 -3.478 -0.054 -1.0479 -2.3066 -0.0790 0.052
C -1.737 3.322 2.770 0.2009 1.9274 0.7315 0.007
C 2.567 -4.851 -0.608 0.1540 -2.4509 -0.5781 0.186
C -0.960 4.008 3.801 -5.2116 0.6164 -3.3736 -0.001
C -2.009 -2.190 -3.783 0.3169 2.0357 2.4431 0.000
C -3.286 1.676 -3.447 -0.0573 1.2310 -0.0864 0.001
C 2.042 -3.601 -0.540 -2.6910 2.6741 1.3012 0.098
C 0.389 -5.924 -0.019 -0.2828 2.1420 0.6259 -0.028
C 0.083 1.844 2.398 0.7349 -0.1885 -0.1007 0.047
C -1.213 2.279 2.078 -1.0428 -0.3042 0.3326 -0.097
C 1.907 0.417 1.873 -0.3418 -1.4509 0.1966 0.036
C -0.031 -2.208 0.059 -0.8243 -1.0872 -0.3521 0.064
H -3.081 -1.965 -3.665 0.5699 0.0678 -0.5210 0.000
H -2.663 3.836 2.503 -0.0588 -0.7000 -0.0053 -0.001
H -0.238 -6.748 0.294 0.4020 -0.4170 -0.3940 0.002
H 0.363 0.448 -4.800 0.0789 0.2268 1.3242 0.001
H -2.460 2.120 0.397 -0.4363 0.6404 -0.2765 0.003
H -2.828 1.493 -4.403 0.1601 -0.0425 -0.3590 0.000
H -4.362 1.592 -3.522 -0.1156 -0.5630 0.1204 0.000
H 2.612 -2.710 -0.752 0.0735 0.0323 -0.1010 0.005
H 2.236 -6.928 -0.336 -0.1282 -0.4879 -0.4806 -0.001
H -2.688 0.885 1.434 -0.1107 0.2516 0.4029 -0.004
H -1.529 -2.089 -4.727 -0.2559 -0.4846 -0.8291 0.000
H -3.111 2.712 -3.123 0.2968 -0.4026 -0.1085 0.000
H 2.175 -0.419 1.186 0.4436 0.8696 0.8623 0.000
H 1.592 0.920 -3.525 1.2690 -0.6288 0.6026 -0.002
H 2.543 2.362 4.600 0.8411 -0.0180 0.4306 0.002
H 0.699 4.217 4.874 0.2742 -1.3555 -1.3595 -0.001
H -1.096 -4.397 0.691 -0.7181 -0.1572 0.1557 0.009
H -1.368 4.946 4.164 0.0101 -0.3803 0.4090 0.000
H 3.517 0.366 3.338 0.3161 0.0963 -0.3669 0.000
H 0.663 2.149 -4.376 0.2224 -1.0711 0.3788 0.001
H -1.740 -3.012 -3.157 -0.0481 -1.0614 -0.4669 0.001
```
Forces are in eV/Å.

Calculated values
M	599.34	g mol⁻¹
LUMO (spin up / spin down)	-0.3392 / -0.4730	hartree
HOMO-LUMO gap (spin up / spin down)	4.1757 / 4.9066	eV
multiplicity	6
charge	+3